# 1
A structure of composition C47H47AsBaBrCl2FN5O5SSe2 in a non-equilibrium geometry. Source: the Open Molecules 2025 dataset; level of theory: ωB97M-V/def2-TZVPD.

The HOMO energy is -4.34 eV. The calculation puts the total energy at -368059.917 eV. Its spin multiplicity is 1. The energy relative to the best compared isomer or geometry (same formula, charge and spin) is 0.285 eV. The calculation puts the maximum force at 0.0414 Eh/bohr. The total charge is -1. Its molecular weight is 1333.97 g mol⁻¹.

Cartesian coordinates (Å):
Ba 0.03 0.43 0.53
Se -2.26 1.69 -5.72
Se -3.46 2.37 -3.89
C -3.78 0.65 -3.06
C -4.88 0.56 -2.22
C -5.13 -0.66 -1.63
C -4.29 -1.73 -1.90
C -3.21 -1.52 -2.74
N -2.95 -0.34 -3.32
C -0.45 1.80 -5.03
C 0.58 1.56 -5.93
C 1.87 1.75 -5.50
C 2.09 2.16 -4.19
C 1.00 2.33 -3.36
N -0.26 2.14 -3.77
H -5.52 1.41 -2.05
H -5.98 -0.78 -0.97
H -4.45 -2.70 -1.46
H -2.50 -2.31 -2.97
H 0.37 1.25 -6.95
H 2.70 1.60 -6.17
H 3.09 2.36 -3.82
H 1.10 2.62 -2.32
Cl 1.46 -4.73 0.29
C 2.58 -3.42 0.59
C 3.95 -3.70 0.60
C 4.85 -2.73 0.89
Cl 6.56 -3.10 0.90
C 4.41 -1.41 1.20
C 5.28 -0.35 1.52
C 4.77 0.89 1.79
C 3.38 1.09 1.72
N 2.55 0.12 1.43
C 3.02 -1.13 1.17
C 2.03 -2.16 0.86
O 0.78 -1.91 0.84
H 4.28 -4.71 0.38
H 6.35 -0.53 1.56
H 5.42 1.72 2.04
H 2.95 2.06 1.91
C -0.53 -6.64 -1.70
As -1.31 -4.89 -1.98
C -1.78 -4.15 -0.26
C -3.00 -5.42 -2.76
S -0.26 -3.67 -3.30
H -1.09 -7.18 -0.94
H 0.51 -6.55 -1.41
H -0.60 -7.16 -2.65
H -1.56 -4.87 0.52
H -2.85 -3.93 -0.28
H -1.20 -3.25 -0.10
H -3.61 -5.95 -2.03
H -2.79 -6.06 -3.62
H -3.52 -4.53 -3.11
C -3.93 4.03 0.63
C -3.28 2.67 0.83
O -2.52 2.28 -0.30
H -4.56 4.29 1.49
H -4.56 4.03 -0.27
H -3.17 4.80 0.51
H -4.04 1.90 0.97
H -2.66 2.68 1.73
H -1.83 2.96 -0.41
F -0.21 2.58 7.20
C -0.23 2.15 5.90
C -0.76 0.91 5.61
C -0.77 0.51 4.27
C -0.29 1.27 3.19
C 0.24 2.51 3.60
C 0.28 2.97 4.91
H -1.14 0.29 6.41
H -1.17 -0.49 4.09
H 0.65 3.20 2.85
H 0.69 3.94 5.18
C 2.62 -1.90 -3.16
N 3.69 -0.94 -2.99
C 4.86 -1.08 -3.82
C 3.59 0.05 -2.09
O 2.62 0.23 -1.37
H 2.97 -2.91 -2.96
H 2.22 -1.85 -4.18
H 1.82 -1.67 -2.46
H 5.35 -2.04 -3.66
H 5.57 -0.29 -3.59
H 4.60 -1.00 -4.88
H 4.48 0.69 -2.04
N -2.40 -0.90 1.05
C -2.91 -1.21 2.03
C -3.54 -1.57 3.27
C -4.47 -0.72 3.84
C -5.05 -1.07 5.05
C -4.69 -2.25 5.68
C -3.75 -3.10 5.10
C -3.17 -2.76 3.89
H -4.72 0.21 3.35
H -5.77 -0.40 5.51
H -5.13 -2.51 6.63
H -3.46 -4.01 5.60
H -2.41 -3.39 3.44
Br 5.74 3.88 -0.51
C 4.12 4.63 0.15
C 4.17 5.79 0.90
C 2.97 6.33 1.37
C 1.76 5.72 1.07
C 1.73 4.56 0.32
C 2.92 4.00 -0.13
C 0.43 3.86 0.00
O -0.60 4.52 -0.13
O 0.52 2.59 -0.10
H 5.11 6.27 1.12
H 3.00 7.23 1.97
H 0.82 6.14 1.42
H 2.90 3.06 -0.68

Mulliken population analysis, charges in e, atoms 1 to 5: number 1, Ba, carries 0.957; number 2, Se, carries -0.158; number 3, Se, carries -0.042; number 4, C, carries 0.338; number 5, C, carries -0.574

=====

# 2
A structure of composition C47H47BGeN7PdS2 in a non-equilibrium geometry. Source: the Open Molecules 2025 dataset; level of theory: ωB97M-V/def2-TZVPD.

The HOMO energy (spin up / spin down) is -3.42 / -3.35 eV. The calculation puts the total energy at -142273.310 eV. Its spin multiplicity is 1. The energy relative to the best compared isomer or geometry (same formula, charge and spin) is 4.836 eV. The calculation puts the maximum force at 0.0295 Eh/bohr. The total charge is -1. Its molecular weight is 963.92 g mol⁻¹.

Cartesian coordinates (Å):
Pd -0.66 -0.98 -0.87
N -2.63 -4.49 -1.60
C -3.82 -3.84 -1.90
C -5.16 -4.21 -1.78
C -6.09 -3.29 -2.18
C -5.71 -2.03 -2.70
C -4.38 -1.66 -2.78
C -3.43 -2.58 -2.35
N -2.05 -2.46 -2.29
C -1.62 -3.60 -1.85
C -0.20 -3.91 -1.72
C 0.38 -5.11 -1.49
S 2.07 -4.94 -1.41
C 1.90 -3.25 -1.71
N 0.68 -2.86 -1.85
H -2.54 -5.38 -1.16
H -5.45 -5.17 -1.36
H -7.15 -3.53 -2.09
H -6.48 -1.34 -3.02
H -4.08 -0.69 -3.16
H -0.09 -6.08 -1.33
H 2.76 -2.60 -1.77
C 1.17 0.01 -0.61
Ge 2.21 -0.48 0.97
C 2.11 0.83 2.44
C 1.44 0.56 3.64
C 1.34 1.54 4.63
C 1.90 2.80 4.43
C 2.58 3.07 3.25
C 2.69 2.09 2.27
C 4.16 -0.45 0.52
C 4.65 -0.74 -0.75
C 6.01 -0.79 -1.02
C 6.93 -0.54 0.00
C 6.47 -0.24 1.27
C 5.10 -0.19 1.53
C 2.03 -2.32 1.68
C 3.11 -2.83 2.40
C 3.08 -4.11 2.95
C 1.94 -4.89 2.81
C 0.85 -4.39 2.12
C 0.90 -3.13 1.55
H 0.98 -0.40 3.80
H 0.81 1.32 5.55
H 1.79 3.56 5.19
H 3.03 4.05 3.10
H 3.24 2.30 1.36
H 3.95 -0.93 -1.56
H 6.36 -1.01 -2.02
H 7.99 -0.59 -0.20
H 7.17 -0.04 2.07
H 4.75 0.06 2.53
H 4.01 -2.23 2.52
H 3.94 -4.48 3.50
H 1.91 -5.89 3.25
H -0.05 -4.99 2.03
H 0.04 -2.76 1.03
C -5.17 0.71 2.15
C -4.62 1.86 1.60
C -3.75 1.79 0.52
C -3.40 0.56 -0.06
C -3.93 -0.59 0.55
C -4.80 -0.52 1.62
N -2.54 0.40 -1.15
C -2.50 1.32 -2.17
C -3.45 2.37 -2.37
C -3.38 3.24 -3.45
C -2.39 3.13 -4.42
C -1.48 2.07 -4.29
C -1.54 1.19 -3.23
H -5.85 0.76 2.99
H -4.87 2.83 2.03
H -3.30 2.70 0.15
H -3.62 -1.56 0.16
H -5.17 -1.44 2.07
H -4.26 2.48 -1.67
H -4.13 4.02 -3.55
H -2.33 3.82 -5.25
H -0.72 1.92 -5.05
H -0.86 0.36 -3.18
C 3.02 2.14 -2.26
N 2.57 3.05 -1.23
C 3.30 4.31 -1.15
C 1.33 2.94 -0.70
S 0.41 1.55 -0.57
N 0.69 4.12 -0.36
C 0.21 4.86 -1.54
C -0.32 4.07 0.70
H 2.84 2.57 -3.25
H 2.49 1.19 -2.19
H 4.09 1.97 -2.15
H 4.36 4.08 -1.01
H 2.94 4.89 -0.31
H 3.20 4.90 -2.07
H 0.99 4.93 -2.29
H -0.07 5.87 -1.23
H -0.67 4.37 -1.98
H 0.04 3.47 1.53
H -1.27 3.65 0.36
H -0.50 5.09 1.05
B -1.55 -1.37 3.96
C -1.20 -0.86 2.50
N -0.85 -0.52 1.45
H -2.60 -1.99 3.91
H -0.62 -2.10 4.28
H -1.63 -0.41 4.70

Mulliken population analysis, charges in e, atoms 1 to 5: number 1, Pd, carries 0.346; number 2, N, carries -0.046; number 3, C, carries 0.863; number 4, C, carries -1.256; number 5, C, carries -0.454

=====

# 3
A structure of composition C47H47N9O3RbS4. Source: the Open Molecules 2025 dataset; level of theory: ωB97M-V/def2-TZVPD.

The HOMO energy is -2.62 eV. The calculation puts the total energy at -113056.165 eV. Its spin multiplicity is 1. The energy relative to the best compared isomer or geometry (same formula, charge and spin) is 0.037 eV. The calculation puts the maximum force at 0.0092 Eh/bohr. The total charge is -1. Its molecular weight is 999.69 g mol⁻¹.

Cartesian coordinates (Å):
Rb -1.81 -0.32 -0.91
O -4.84 -3.43 -3.03
C -3.85 -3.04 -2.44
N -3.04 -2.04 -2.98
C -3.54 -0.87 -3.26
O -4.61 -0.34 -2.85
C -2.69 0.01 -4.16
C -3.23 0.42 -5.39
C -2.47 1.23 -6.21
C -1.21 1.62 -5.79
C -0.77 1.17 -4.56
N -1.48 0.38 -3.76
C -3.40 -3.69 -1.15
C -3.96 -4.94 -0.86
C -3.29 -5.70 0.13
C -2.43 -5.10 0.98
C -2.44 -3.60 0.96
N -2.48 -3.08 -0.40
H -4.22 0.08 -5.66
H -2.86 1.55 -7.17
H -0.58 2.26 -6.40
H 0.21 1.47 -4.19
H -4.69 -5.36 -1.54
H -3.41 -6.79 0.13
H -1.77 -5.65 1.64
H -1.53 -3.21 1.46
C 0.02 1.74 2.59
C -0.67 3.09 2.36
S -1.63 3.14 0.82
C -3.22 3.80 1.38
C -3.95 3.01 2.46
S -4.26 1.27 2.04
C -3.67 0.45 3.54
C -2.20 0.65 3.91
S -1.04 0.27 2.57
H 0.58 1.78 3.53
H 0.73 1.55 1.79
H 0.10 3.86 2.32
H -1.32 3.34 3.19
H -3.80 3.82 0.46
H -3.09 4.83 1.71
H -4.92 3.50 2.64
H -3.41 3.04 3.41
H -3.87 -0.61 3.36
H -4.29 0.75 4.38
H -1.98 0.01 4.77
H -2.03 1.68 4.23
C 12.88 0.54 0.72
O 12.05 1.50 0.09
C 10.71 1.25 0.09
C 10.12 0.13 0.65
C 8.74 -0.03 0.58
C 7.94 0.92 -0.04
C 8.55 2.05 -0.60
C 9.92 2.21 -0.54
C 6.48 0.79 -0.13
N 5.67 1.71 -0.57
C 4.41 1.17 -0.49
C 4.47 -0.11 0.01
N 5.80 -0.35 0.24
C 3.32 -0.94 0.18
C 3.35 -2.28 0.62
C 2.18 -2.98 0.69
C 0.98 -2.33 0.35
N 0.93 -1.07 -0.02
C 2.07 -0.38 -0.15
C 1.99 0.99 -0.69
N 0.78 1.45 -1.03
C 0.68 2.64 -1.58
C 1.79 3.47 -1.81
C 3.04 3.02 -1.44
C 3.16 1.75 -0.87
H 13.90 0.92 0.62
H 12.81 -0.43 0.23
H 12.64 0.43 1.78
H 10.71 -0.63 1.14
H 8.31 -0.90 1.04
H 7.93 2.79 -1.08
H 10.40 3.08 -0.97
H 6.21 -1.20 0.57
H 4.29 -2.74 0.88
H 2.16 -4.02 0.99
H 0.03 -2.87 0.36
H -0.31 2.97 -1.86
H 1.65 4.44 -2.26
H 3.93 3.62 -1.59
C -3.62 -3.01 1.79
C -3.56 -3.40 3.23
C -4.48 -4.30 3.78
C -4.40 -4.68 5.12
C -3.39 -4.17 5.93
C -2.46 -3.30 5.39
C -2.55 -2.92 4.06
H -4.55 -3.35 1.33
H -3.57 -1.92 1.68
H -5.26 -4.70 3.15
H -5.12 -5.37 5.52
H -3.33 -4.47 6.97
H -1.66 -2.91 6.01
H -1.80 -2.25 3.64
C -6.33 2.07 -4.23
N -5.17 2.18 -3.38
C -4.48 3.30 -3.22
N -4.95 4.41 -3.85
S -3.09 3.41 -2.26
H -6.67 1.03 -4.18
H -6.10 2.30 -5.28
H -7.14 2.72 -3.90
H -4.81 1.26 -3.02
H -5.56 4.32 -4.65
H -4.32 5.19 -3.84

Mulliken population analysis, charges in e, atoms 1 to 5: number 1, Rb, carries 0.582; number 2, O, carries -0.718; number 3, C, carries -0.078; number 4, N, carries -0.241; number 5, C, carries -0.429

=====

# 4
A structure of composition C47H48CdClN6O4S. Source: the Open Molecules 2025 dataset; level of theory: ωB97M-V/def2-TZVPD.

The HOMO energy is -4.57 eV. The calculation puts the total energy at -94575.018 eV. Its spin multiplicity is 1. The calculation puts the maximum force at 0.0133 Eh/bohr. The total charge is -1. Its molecular weight is 940.87 g mol⁻¹.

Cartesian coordinates (Å):
Cd -1.84 -1.11 -2.14
O -2.98 1.83 -5.53
C -3.06 2.96 -4.82
C -3.13 4.17 -5.51
C -3.22 5.37 -4.83
C -3.23 5.39 -3.43
C -3.15 4.19 -2.74
C -3.07 2.97 -3.41
C -2.97 1.69 -2.65
O -3.01 0.59 -3.33
N -2.85 1.78 -1.35
N -2.68 0.54 -0.76
C -3.07 0.47 0.45
C -3.01 -0.70 1.32
C -3.29 -0.49 2.68
C -3.28 -1.50 3.61
C -3.00 -2.81 3.17
C -2.73 -3.06 1.85
C -2.73 -2.03 0.85
O -2.48 -2.33 -0.37
H -2.97 1.10 -4.85
H -3.13 4.14 -6.59
H -3.28 6.30 -5.38
H -3.30 6.33 -2.90
H -3.16 4.17 -1.66
H -3.50 1.37 0.88
H -3.51 0.53 3.00
H -3.50 -1.30 4.65
H -3.00 -3.63 3.88
H -2.53 -4.06 1.49
C 4.82 2.26 -1.68
C 3.48 2.71 -2.28
C 3.68 4.03 -3.05
C 2.51 2.97 -1.13
C 2.97 1.63 -3.24
C 3.76 1.25 -4.33
C 3.36 0.26 -5.22
C 2.14 -0.37 -5.00
S 1.35 -1.63 -5.89
C 0.01 -1.59 -4.75
N 0.16 -0.73 -3.79
C 1.34 -0.01 -3.91
C 1.75 1.00 -3.04
C -1.16 -2.48 -4.88
C -1.35 -3.22 -6.05
C -2.45 -4.05 -6.17
C -3.36 -4.13 -5.12
C -3.16 -3.38 -3.97
C -2.06 -2.53 -3.80
H 5.19 3.01 -0.97
H 5.59 2.12 -2.45
H 4.70 1.31 -1.15
H 4.09 4.80 -2.39
H 2.73 4.39 -3.45
H 4.37 3.90 -3.89
H 2.93 3.72 -0.46
H 2.34 2.06 -0.55
H 1.54 3.33 -1.48
H 4.71 1.73 -4.50
H 3.98 0.00 -6.07
H 1.08 1.25 -2.23
H -0.64 -3.14 -6.87
H -2.61 -4.62 -7.08
H -4.23 -4.78 -5.21
H -3.89 -3.47 -3.17
C 1.56 2.01 4.73
C 1.08 1.06 3.63
C 1.13 1.85 2.31
C -0.39 0.70 3.89
C 1.99 -0.23 3.57
O 3.19 0.05 2.85
C 2.46 -0.72 4.96
C 1.49 -1.17 6.06
C 0.71 -2.45 5.84
C 1.35 -3.63 5.48
C 0.65 -4.82 5.32
C -0.72 -4.82 5.54
Cl -1.62 -6.30 5.33
C -1.38 -3.67 5.91
C -0.66 -2.49 6.06
C 1.37 -1.42 2.82
N 1.25 -1.28 1.38
C 0.20 -0.90 0.65
N 0.49 -0.94 -0.64
C 1.77 -1.41 -0.63
N 2.28 -1.63 0.56
H 1.01 2.95 4.65
H 2.62 2.25 4.63
H 1.39 1.62 5.73
H 0.50 2.74 2.41
H 0.76 1.28 1.46
H 2.15 2.17 2.08
H -0.96 1.62 4.05
H -0.53 0.07 4.77
H -0.86 0.19 3.04
H 3.68 0.73 3.33
H 3.06 0.09 5.39
H 3.17 -1.53 4.76
H 0.79 -0.37 6.30
H 2.09 -1.30 6.96
H 2.43 -3.64 5.33
H 1.16 -5.73 5.03
H -2.45 -3.69 6.08
H -1.19 -1.58 6.34
H 0.38 -1.65 3.22
H 2.01 -2.28 2.98
H -0.76 -0.61 1.07
H 2.33 -1.58 -1.54

Mulliken population analysis, charges in e, atoms 1 to 5: number 1, Cd, carries 1.787; number 2, O, carries -0.739; number 3, C, carries 0.229; number 4, C, carries -0.624; number 5, C, carries -0.281